Record 1
{"formula": "C14H51O14", "method": "ωB97M-V/def2-TZVPD", "e_lumo_ev": [0.1, -5.8], "spin_multiplicity": 2, "e_above_lowest_kcal_mol": 0.0, "homo_energy_ev": [-10.01, -10.00], "species": ["C", "C", "O", "O", "H", "H", "H", "C", "O", "H", "H", "H", "H", "C", "O", "H", "H", "H", "H", "C", "O", "H", "H", "H", "H", "C", "O", "H", "H", "H", "H", "C", "O", "H", "H", "H", "H", "C", "O", "H", "H", "H", "H", "C", "O", "H", "H", "H", "H", "C", "O", "H", "H", "H", "H", "C", "O", "H", "H", "H", "H", "C", "O", "H", "H", "H", "H", "C", "O", "H", "H", "H", "H", "C", "O", "H", "H", "H", "H"], "positions_angstrom": [[-0.66, -0.93, -0.69], [-0.15, 0.43, -0.19], [0.53, 1.15, -0.92], [-0.34, 0.74, 1.00], [-1.20, -1.45, 0.10], [0.19, -1.58, -0.89], [-1.29, -0.89, -1.58], [-0.27, 4.77, 0.47], [-0.30, 4.00, -0.71], [-0.40, 5.82, 0.23], [-1.14, 4.56, 1.09], [0.64, 4.73, 1.06], [-0.09, 3.09, -0.48], [-1.50, -2.68, -3.99], [-2.10, -3.19, -2.78], [-2.22, -2.58, -4.80], [-0.99, -1.71, -3.99], [-0.77, -3.38, -4.41], [-2.97, -2.81, -2.63], [-1.90, -2.57, 2.77], [-0.78, -3.24, 2.26], [-1.99, -1.60, 2.29], [-2.78, -3.19, 2.62], [-1.72, -2.50, 3.84], [-0.09, -2.60, 2.09], [3.10, -0.85, -2.13], [3.05, -0.09, -0.86], [3.37, -1.87, -1.84], [2.16, -0.82, -2.68], [3.84, -0.36, -2.76], [2.20, 0.33, -0.75], [-3.36, 1.82, 0.81], [-2.87, 1.36, 2.08], [-3.10, 1.17, -0.02], [-4.45, 1.90, 0.87], [-2.92, 2.80, 0.64], [-1.92, 1.23, 1.97], [2.88, 3.27, -2.47], [3.07, 4.56, -2.82], [3.84, 2.81, -2.22], [2.30, 3.27, -1.55], [2.32, 2.70, -3.21], [2.19, 4.94, -2.87], [2.66, -1.12, 2.52], [1.47, -1.54, 1.86], [3.51, -0.85, 1.91], [2.48, -0.26, 3.17], [2.95, -1.93, 3.19], [1.09, -0.79, 1.40], [3.01, 2.48, 1.59], [1.83, 2.30, 2.36], [3.24, 1.50, 1.17], [2.96, 3.14, 0.73], [3.88, 2.67, 2.22], [1.19, 2.00, 1.71], [-0.74, 0.59, 4.43], [-0.52, 0.07, 5.74], [-1.27, 1.54, 4.51], [0.15, 0.89, 3.88], [-1.30, -0.14, 3.85], [0.43, 0.04, 5.92], [-1.10, 1.77, -3.91], [-0.01, 0.89, -3.86], [-1.78, 1.46, -3.12], [-0.85, 2.82, -3.78], [-1.65, 1.73, -4.85], [0.25, 0.88, -2.94], [2.48, -4.81, 0.94], [2.51, -3.84, -0.01], [3.38, -4.89, 1.55], [1.63, -4.69, 1.62], [2.46, -5.81, 0.50], [2.30, -3.02, 0.46], [-4.50, -2.35, -0.80], [-4.57, -2.23, -2.22], [-5.38, -2.90, -0.47], [-3.66, -2.98, -0.48], [-4.50, -1.37, -0.33], [-5.44, -1.88, -2.41]]}

***

Record 2
{"formula": "C14H52N8O12", "method": "ωB97M-V/def2-TZVPD", "e_lumo_ev": 0.3, "smiles": "NC(N)=O.NC(N)=O.NC(N)=O.NC(N)=O.CCO.CCO.CO.CO.CO.CO.CO.CO", "e_above_lowest_kcal_mol": 144.4, "homo_energy_ev": -8.38, "species": ["C", "C", "O", "H", "H", "H", "H", "H", "H", "C", "C", "O", "H", "H", "H", "H", "H", "H", "C", "O", "N", "N", "H", "H", "H", "H", "C", "O", "N", "N", "H", "H", "H", "H", "C", "O", "N", "N", "H", "H", "H", "H", "C", "O", "N", "N", "H", "H", "H", "H", "C", "O", "H", "H", "H", "H", "C", "O", "H", "H", "H", "H", "C", "O", "H", "H", "H", "H", "C", "O", "H", "H", "H", "H", "C", "O", "H", "H", "H", "H", "C", "O", "H", "H", "H", "H"], "positions_angstrom": [[3.96, 0.36, 1.51], [5.14, -0.40, 2.05], [4.70, -1.32, 2.99], [3.69, -0.15, 0.61], [4.17, 1.44, 1.40], [3.08, 0.37, 2.16], [5.85, 0.31, 2.56], [5.74, -0.94, 1.32], [5.38, -1.81, 3.51], [0.40, 1.51, 0.93], [-0.98, 1.44, 0.18], [-0.70, 1.49, -1.23], [0.33, 1.37, 2.02], [0.94, 2.47, 0.74], [1.02, 0.73, 0.63], [-1.61, 2.32, 0.34], [-1.44, 0.50, 0.47], [-1.59, 1.50, -1.69], [-2.75, -2.92, 1.71], [-3.25, -1.66, 1.24], [-2.14, -3.79, 0.92], [-2.63, -3.23, 3.01], [-2.10, -3.38, -0.01], [-2.18, -4.83, 1.09], [-1.95, -3.88, 3.28], [-2.83, -2.47, 3.74], [1.25, -1.62, 2.80], [1.25, -0.77, 3.89], [0.15, -1.93, 2.22], [2.33, -2.34, 2.48], [-0.70, -1.35, 2.36], [0.10, -2.73, 1.51], [3.26, -1.88, 2.73], [2.41, -3.12, 1.84], [-1.84, -0.81, 4.50], [-1.63, -0.21, 3.24], [-0.93, -1.02, 5.40], [-2.97, -1.32, 4.86], [0.00, -0.69, 5.07], [-1.03, -1.46, 6.35], [-3.86, -1.08, 4.39], [-2.99, -1.73, 5.78], [1.13, 2.86, -3.75], [-0.09, 3.50, -3.86], [2.11, 3.14, -4.50], [1.38, 1.99, -2.86], [2.04, 3.96, -5.16], [3.06, 2.83, -4.35], [0.66, 1.87, -2.11], [2.35, 1.75, -2.65], [-1.42, -1.66, -1.44], [-1.71, -3.03, -1.57], [-2.17, -0.90, -1.78], [-0.57, -1.46, -2.09], [-1.07, -1.36, -0.42], [-2.14, -3.07, -2.44], [-3.60, 2.75, -2.15], [-3.35, 1.37, -2.25], [-3.92, 3.09, -1.21], [-4.50, 2.83, -2.77], [-2.77, 3.26, -2.62], [-4.15, 0.86, -2.19], [2.09, -1.02, -1.37], [1.81, -0.95, -2.81], [2.74, -1.84, -1.11], [1.20, -1.28, -0.84], [2.45, -0.07, -0.93], [1.35, -0.11, -2.99], [-0.61, 0.06, -4.71], [-1.47, -0.54, -5.60], [-1.00, 0.27, -3.73], [-0.18, 0.95, -5.18], [0.22, -0.63, -4.66], [-2.11, 0.12, -5.89], [-4.12, 1.35, 1.21], [-5.40, 0.83, 1.36], [-3.52, 1.14, 2.12], [-4.10, 2.44, 1.14], [-3.72, 0.88, 0.33], [-5.97, 1.16, 0.60], [4.33, 2.24, -1.38], [4.05, 1.57, -2.56], [4.86, 3.10, -1.57], [5.02, 1.57, -0.85], [3.38, 2.47, -0.84], [4.43, 0.72, -2.47]]}

***

Record 3
{"formula": "C14H6AsCl3N2O5S5Tc", "method": "ωB97M-V/def2-TZVPD", "e_lumo_ev": [3.8, 3.5], "spin_multiplicity": 4, "e_above_lowest_kcal_mol": 1.5, "total_charge": -2, "homo_energy_ev": [-2.22, -2.85], "species": ["Tc", "O", "C", "C", "C", "C", "C", "C", "C", "O", "N", "O", "O", "H", "H", "H", "H", "S", "As", "S", "S", "S", "Cl", "C", "C", "C", "Cl", "C", "O", "C", "Cl", "C", "H", "H", "S", "C", "N"], "positions_angstrom": [[-0.18, -1.03, -0.46], [0.99, 0.63, -0.34], [-0.15, 1.03, 0.16], [-1.05, 1.81, -0.73], [-1.46, 3.10, -0.51], [-2.22, 3.75, -1.49], [-2.53, 3.11, -2.69], [-2.14, 1.81, -2.91], [-1.42, 1.12, -1.91], [-1.11, -0.13, -2.03], [-2.65, 5.10, -1.28], [-3.29, 5.66, -2.16], [-2.37, 5.64, -0.22], [-0.23, 1.17, 1.24], [-1.21, 3.62, 0.40], [-3.10, 3.65, -3.44], [-2.39, 1.28, -3.82], [0.12, -2.91, -5.45], [0.72, -1.29, -4.26], [-0.59, -3.10, -1.49], [1.15, -2.25, -2.13], [2.54, -0.30, -4.59], [4.56, -2.23, 5.57], [3.46, -2.12, 4.22], [3.75, -2.79, 3.05], [2.88, -2.69, 1.99], [3.24, -3.53, 0.52], [1.68, -1.92, 2.03], [0.90, -1.88, 1.00], [1.44, -1.28, 3.26], [-0.02, -0.38, 3.48], [2.31, -1.37, 4.34], [4.65, -3.38, 2.95], [2.07, -0.85, 5.26], [-2.26, -0.94, 0.75], [-2.83, -2.53, 0.80], [-3.27, -3.59, 0.88]]}

***

Record 4
{"formula": "C14H6Br2Cl3F6GaN4O4S2", "method": "ωB97M-V/def2-TZVPD", "e_lumo_ev": -7.2, "total_charge": 2, "homo_energy_ev": -15.86, "species": ["Ga", "F", "C", "F", "F", "S", "O", "O", "N", "S", "O", "O", "C", "F", "F", "F", "Br", "C", "C", "C", "N", "C", "C", "C", "C", "C", "Br", "C", "C", "N", "H", "H", "H", "H", "H", "H", "Cl", "C", "Cl", "Cl", "C", "N"], "positions_angstrom": [[0.32, -0.12, -0.46], [4.89, 2.37, -0.45], [4.24, 1.32, -0.02], [3.35, 1.68, 0.91], [5.06, 0.42, 0.46], [3.25, 0.56, -1.41], [2.24, -0.26, -0.64], [4.06, -0.18, -2.29], [2.52, 1.82, -2.05], [0.99, 1.87, -1.86], [0.58, 1.94, -0.44], [0.30, 0.69, -2.41], [0.32, 3.44, -2.64], [-0.91, 3.52, -2.16], [0.31, 3.32, -3.94], [1.07, 4.43, -2.24], [-6.26, -0.04, 0.26], [-4.42, 0.00, -0.02], [-3.90, 0.08, -1.30], [-2.53, 0.06, -1.45], [-1.69, 0.00, -0.41], [-2.19, -0.04, 0.84], [-3.55, -0.05, 1.07], [-1.18, -0.09, 1.93], [-1.49, 0.04, 3.26], [-0.46, -0.06, 4.21], [-0.85, 0.11, 6.02], [0.84, -0.27, 3.77], [1.08, -0.35, 2.42], [0.09, -0.26, 1.52], [-4.54, 0.15, -2.17], [-2.06, 0.09, -2.43], [-3.96, -0.12, 2.07], [-2.50, 0.21, 3.60], [1.66, -0.36, 4.48], [2.08, -0.49, 2.03], [-0.30, -5.49, -0.14], [0.60, -4.64, -1.41], [-0.05, -5.01, -3.02], [2.33, -4.98, -1.32], [0.41, -3.22, -1.18], [0.25, -2.10, -1.00]]}

***

Number 1: maximum force 0.0936 Eh/bohr, calculated total energy -1617.04351 Ha. Number 2: maximum force 0.1887 Eh/bohr, calculated total energy -1905.34599 Ha. Number 3: maximum force 0.0083 Eh/bohr, calculated total energy -6711.03963 Ha. Number 4: maximum force 0.0227 Eh/bohr, calculated total energy -10905.52216 Ha.